This record from the OMol25 dataset describes C2H3FNaO2 as an isolated structure. The level of theory is ωB97M-V/def2-TZVPD.

Geometry (Å):
H1 -0.172 -2.238 -1.660
C1 0.525 -0.458 0.646
C2 -0.544 -1.060 -0.188
O1 -0.183 -2.254 -0.697
O2 0.626 0.362 -0.349
H2 1.374 -1.048 1.017
F1 -0.942 -0.760 1.464
H3 -1.433 -0.586 -0.614
Na1 0.426 2.710 -0.966

- electronic energy (hartree) = -490.25679
- charge = +1
- gap between HOMO and LUMO (eV) = 8.20
- LUMO level (eV) = -4.75
- maximum force (eV Å⁻¹) = 7.0
- 2S+1 = 1

=====

This record from the OMol25 dataset describes a 2-piece molecular cluster, C2H3FO overall. The level of theory is ωB97M-V/def2-TZVPD.

Geometry (Å):
C1 0.327 -0.154 -0.444
C2 1.473 0.071 0.137
O1 -0.699 -0.529 -0.811
F1 -2.784 0.073 0.563
H1 2.384 0.102 -0.365
H2 -2.051 -0.145 -0.125
H3 1.350 0.583 1.045

- SMILES = C=C=O.F
- electronic energy (hartree) = -253.06321
- charge = 0
- gap between HOMO and LUMO (eV) = 10.61
- LUMO level (eV) = 0.38
- maximum force (eV Å⁻¹) = 3.8
- 2S+1 = 1

=====

This record from the OMol25 dataset describes one molecule with the formula C2H3FO. The level of theory is ωB97M-V/def2-TZVPD.

Geometry (Å):
C1 -0.522 -0.461 0.148
C2 0.693 0.423 0.162
H1 -0.289 -1.288 -0.572
H2 -0.480 -0.902 1.070
H3 0.526 1.554 0.224
O1 1.836 -0.118 -0.156
F1 -1.719 0.200 -0.149

- SMILES = O=CCF
- electronic energy (hartree) = -253.05855
- charge = 0
- gap between HOMO and LUMO (eV) = 10.74
- LUMO level (eV) = 0.15
- maximum force (eV Å⁻¹) = 6.4
- 2S+1 = 1

=====

This record from the OMol25 dataset describes a 2-piece molecular cluster, C2H3FO2 overall. The level of theory is ωB97M-V/def2-TZVPD.

Geometry (Å):
C1 1.394 0.726 -0.949
C2 1.267 0.469 0.319
O1 1.588 0.914 -2.091
O2 -2.345 -0.768 0.897
F1 -1.294 -1.126 -0.031
H1 -3.045 -1.095 0.336
H2 2.191 0.622 0.896
H3 0.244 0.257 0.623

- SMILES = C=C=O.OF
- electronic energy (hartree) = -328.17747
- charge = 0
- gap between HOMO and LUMO (eV) = 9.30
- LUMO level (eV) = 0.14
- maximum force (eV Å⁻¹) = 2.3
- 2S+1 = 1

=====

This record from the OMol25 dataset describes one molecule with the formula C2H3FO2. The level of theory is ωB97M-V/def2-TZVPD.

Geometry (Å):
C1 0.512 -0.189 -0.337
C2 -0.888 -0.153 0.083
O1 1.526 -0.306 0.465
O2 1.774 1.153 0.761
F1 0.762 -0.025 -1.621
H1 -1.535 0.236 -0.701
H2 -0.942 0.446 0.991
H3 -1.209 -1.162 0.359

- electronic energy (hartree) = -328.15731
- charge = 0
- gap between HOMO and LUMO (eV) = 8.03
- LUMO level (eV) = -1.19
- maximum force (eV Å⁻¹) = 4.0
- 2S+1 = 1

=====

This record from the OMol25 dataset describes one molecule with the formula C2H3FS. The level of theory is ωB97M-V/def2-TZVPD.

Geometry (Å):
C1 -0.460 0.327 0.242
C2 0.261 -0.968 0.601
F1 1.113 -0.956 1.722
S1 -1.471 -1.092 0.643
H1 -0.474 1.026 1.155
H2 -0.472 0.625 -0.897
H3 0.892 -1.629 -0.272

- SMILES = F[C@@H]1CS1
- electronic energy (hartree) = -575.99399
- charge = 0
- gap between HOMO and LUMO (eV) = 10.34
- LUMO level (eV) = 0.85
- maximum force (eV Å⁻¹) = 4.2
- 2S+1 = 1